[1]
12
Properties=species:S:1:pos:R:3:lowdin_charge:R:1 method="wB97M-V/def2-TZVPD" homo_energy_ha=-0.671 multiplicity=1 charge=+2 lumo_ha=-0.3137 de_lowest_kj_mol=418.60 orbital_gap_ev=9.72
C 1.868 -1.068 0.279 -0.10
C -1.848 0.687 -0.134 -0.46
N 0.768 -0.878 0.064 0.36
N 3.072 -1.417 0.604 0.25
N -1.484 1.228 -1.265 0.00
I -3.485 1.724 0.732 1.38
H -3.450 0.574 1.945 -0.06
H -0.035 -0.600 -0.506 0.09
H 3.926 -0.872 0.730 0.18
H 3.292 -2.229 1.102 0.14
H -0.706 0.889 -1.715 0.07
H -1.918 1.962 -1.837 0.14

[2]
12
Properties=species:S:1:pos:R:3:lowdin_charge:R:1 method="wB97M-V/def2-TZVPD" homo_energy_ha="-0.703 / -0.703" multiplicity=1 charge=+2 lumo_ha="-0.4195 / -0.4195" de_lowest_kj_mol=397.91 orbital_gap_ev="7.70 / 7.70"
C 0.005 -0.752 -0.132 -0.23
C 0.967 2.002 -0.369 -0.60
N 0.150 0.071 -1.151 0.15
N -0.003 -2.070 -0.168 0.22
N 0.231 2.532 0.512 0.16
I 2.200 2.754 -1.738 1.32
H -0.157 -0.118 0.759 0.13
H 0.359 -0.129 -2.115 0.11
H -0.259 -2.534 0.689 0.15
H 0.228 -2.514 -1.085 0.18
H -0.402 1.835 1.062 0.20
H 0.601 3.386 0.961 0.18

[3]
10
Properties=species:S:1:pos:R:3:lowdin_charge:R:1 method="wB97M-V/def2-TZVPD" homo_energy_ha=-0.972 multiplicity=1 charge=+3 lumo_ha=-0.8063 de_lowest_kj_mol=104.50 orbital_gap_ev=4.50
In 0.057 0.722 3.418 1.93
C -0.071 -0.238 -1.271 0.14
C 0.085 -0.413 0.180 -0.09
O -0.581 0.528 1.116 -0.03
H 0.575 -0.952 -1.768 0.18
H 0.377 0.699 -1.555 0.16
H -1.062 -0.199 -1.696 0.18
H 1.084 -0.184 0.424 0.19
H -0.235 -1.332 0.475 0.14
H -0.227 1.370 0.676 0.19

[4]
10
Properties=species:S:1:pos:R:3:lowdin_charge:R:1 method="wB97M-V/def2-TZVPD" homo_energy_ha=-0.303 multiplicity=1 lumo_ha=0.0446 smiles="C=NNC" de_lowest_kj_mol=253.80 orbital_gap_ev=9.46
C -0.704 0.457 -1.363 -0.10
C 0.539 -0.484 1.805 -0.11
H -0.220 1.239 -2.021 0.09
H -1.609 0.986 -1.019 0.09
H -0.814 -0.425 -1.909 0.05
H 0.929 -0.469 -0.618 0.10
H 1.318 -1.221 1.605 0.05
H 0.346 -0.477 2.904 0.06
N 0.218 0.143 -0.337 -0.16
N -0.003 0.251 0.953 -0.08

[5]
10
Properties=species:S:1:pos:R:3:lowdin_charge:R:1 method="wB97M-V/def2-TZVPD" homo_energy_ha=-0.352 multiplicity=1 lumo_ha=0.0239 de_lowest_kj_mol=256.53 orbital_gap_ev=10.23
C 1.094 -0.389 0.010 -0.21
C -1.204 0.575 0.001 -0.33
H 2.163 -0.121 -0.441 0.11
H 1.079 -0.806 1.050 0.08
H 0.715 -1.322 -0.608 0.09
H 0.663 1.682 0.506 0.24
H -1.734 1.512 0.060 0.09
H -1.152 -1.310 -0.196 0.00
N 0.198 0.737 -0.311 -0.14
N -1.821 -0.558 -0.070 0.07

[6]
11
Properties=species:S:1:pos:R:3:lowdin_charge:R:1 method="wB97M-V/def2-TZVPD" homo_energy_ha=-0.361 multiplicity=1 lumo_ha=0.0327 smiles="CNNC=O" de_lowest_kj_mol=189.82 orbital_gap_ev=10.71
C -1.466 -0.445 0.131 -0.13
C 1.826 -0.095 -0.326 -0.37
H -1.831 -0.216 1.187 0.10
H -2.337 -0.445 -0.553 0.08
H -1.037 -1.411 0.015 0.06
H -0.823 1.452 -0.331 0.11
H 0.817 0.839 1.242 0.18
H 1.692 -0.371 -1.363 0.12
N -0.513 0.493 -0.423 -0.12
N 0.716 0.365 0.288 -0.03
O 2.958 -0.166 0.134 -0.01